Below is one molecule with the formula C3HClNP, with properties calculated with the ωB97M-V functional and the def2-TZVPD basis.

Geometry as XYZ:
```
7
Properties=species:S:1:pos:R:3
C -0.185 2.543 -0.088
C 0.194 -0.137 0.858
C 0.844 1.716 0.094
N -1.015 3.331 -0.295
P 1.823 0.586 0.899
Cl 3.196 0.024 -0.513
H -0.149 -0.605 -0.066
```

Summary:
- total charge = 0
- ΔE to the lowest compared entry with this formula, charge and spin (eV) = 4.201
- LUMO (alpha / beta) (Eh) = -0.110 / -0.118

=====

Below is a 2-piece molecular cluster, C2H5N3 overall, with properties calculated with the ωB97M-V functional and the def2-TZVPD basis.

Geometry as XYZ:
```
10
Properties=species:S:1:pos:R:3
C -0.351 0.135 0.387
C 0.865 -0.455 0.141
N -0.466 1.667 3.076
N -0.547 1.068 2.150
N -1.516 0.301 -0.034
H 1.734 0.088 0.594
H 1.126 -1.495 0.472
H 1.225 -0.541 -1.040
H -1.704 -0.034 -1.000
H -2.211 0.855 0.277
```

Summary:
- total charge = +2
- ΔE to the lowest compared entry with this formula, charge and spin (eV) = 2.489
- LUMO (Eh) = -0.492

=====

Below is one molecule with the formula C3H3ClO2, with properties calculated with the ωB97M-V functional and the def2-TZVPD basis.

Geometry as XYZ:
```
9
Properties=species:S:1:pos:R:3
C 0.884 0.797 -0.221
C -0.410 0.303 0.298
O -1.037 1.046 0.990
C -0.820 -1.135 -0.191
O -0.787 -1.489 -1.302
Cl -1.467 -2.161 1.142
H 0.844 1.953 -0.009
H 1.009 0.257 -1.165
H 1.785 0.430 0.460
```

Summary:
- total charge = 0
- ΔE to the lowest compared entry with this formula, charge and spin (eV) = 0.681
- LUMO (Eh) = -0.014
- SMILES string = CC(=O)C(=O)Cl